1.
Here is a molecular structure, C19H20AsN3O6S2TeV from the OMol25 dataset. Energies are from ωB97M-V/def2-TZVPD.

Results
Charge   0
Orbital gap (spin up / spin down)   0.29819 / 0.25450 Ha
Spin multiplicity   4

Structure (XYZ):
```
53
C19H20AsN3O6S2TeV (ωB97M-V/def2-TZVPD)
V 0.24705 0.31569 -0.36725
O 2.96020 -1.91661 -1.72640
As 2.65612 -0.38326 -0.87218
O 3.74009 0.70122 -1.52649
O 0.44202 1.93629 -0.70730
C 3.36407 -0.85621 0.91496
C 4.72533 -0.73693 1.14305
C 5.26572 -1.03870 2.38818
C 4.44565 -1.45322 3.42642
C 3.07522 -1.56248 3.22540
C 2.55238 -1.26171 1.97885
S 0.79220 -1.33630 1.77599
O 0.33883 0.09088 1.68091
O 0.19745 -2.05444 2.86105
O 0.54517 -1.86949 0.41435
H 2.29857 -2.56181 -1.44397
H 5.36186 -0.39598 0.33437
H 6.33283 -0.94738 2.54769
H 4.86699 -1.69118 4.39429
H 2.41666 -1.88372 4.02113
N -2.60999 2.25863 -0.04543
N -2.68551 1.05989 0.67028
C -2.38461 -0.15418 0.19478
N -2.49563 -1.19044 1.03664
S -1.88950 -0.40779 -1.42422
H -3.16036 2.16444 -0.89180
H -1.63752 2.41760 -0.32126
H -2.94236 1.16568 1.63929
H -2.55460 -1.05152 2.03319
H -2.12847 -2.07317 0.71887
Te 2.63467 3.00471 -1.49270
C 3.34168 2.81848 0.47383
C 4.71765 2.92539 0.65435
C 5.26319 2.74257 1.91434
C 4.44247 2.43337 2.99206
C 3.07488 2.31501 2.80595
C 2.51865 2.51159 1.54760
C 1.52150 4.78666 -1.19281
C 0.71537 5.04486 -0.08849
C -0.00140 6.22836 -0.01255
C 0.07285 7.16065 -1.04050
C 0.86683 6.90596 -2.14751
C 1.58769 5.72109 -2.22246
H 5.36813 3.12826 -0.18725
H 6.33376 2.82547 2.05121
H 4.87274 2.27151 3.97199
H 2.42979 2.05340 3.63504
H 1.45534 2.38600 1.40933
H 0.63579 4.31949 0.70887
H -0.62665 6.42145 0.84979
H -0.49150 8.08198 -0.97782
H 0.92756 7.62522 -2.95389
H 2.20644 5.53402 -3.09420
```

=====

2.
Here is a molecular structure, CH5NOP in a non-equilibrium geometry from the OMol25 dataset. Energies are from ωB97M-V/def2-TZVPD.

Results
Charge   -1
Orbital gap   0.25212 Ha

Structure (XYZ):
```
9
CH5NOP (ωB97M-V/def2-TZVPD)
C 0.31256 1.21990 -0.58047
N 0.82417 0.00256 -0.99639
O -0.40375 -2.86535 0.94178
P -0.15940 -1.46459 0.35816
H 0.17312 0.96613 0.52782
H 1.05786 1.97223 -0.60542
H -0.60378 1.61285 -1.02201
H 0.17611 -0.54512 1.32857
H -1.37689 -0.89860 0.04795
```

=====

| no. | electronic energy (hartree) |
| --- | --- |
| 1 | -5595.9182 |
| 2 | -512.3455 |